Formula: C82H202F18N10O16P3
Source: OMol25
Level of theory: the ωB97M-V functional and the def2-TZVPD basis

Frontier orbital gap, eV: 8.007
E_HOMO, eV: -15.3

Structure (ORCA input):
```
! RIJCOSX wB97M-V def2-TZVPD def2/J DEFGRID3
* xyz 5 1
C 4.687 6.576 0.151
C 4.148 5.146 0.376
N 4.948 4.003 -0.263
C 6.410 4.082 0.222
C 4.332 2.641 0.127
C 4.024 2.535 1.640
C 5.036 4.153 -1.776
C 3.724 4.446 -2.540
O 2.734 3.544 -2.215
C 1.498 3.722 -2.939
H 5.594 6.907 0.658
H 3.949 7.352 0.351
H 4.888 6.880 -0.877
H 3.138 5.114 -0.034
H 4.045 5.004 1.452
H 6.955 3.160 0.018
H 6.354 4.211 1.303
H 6.847 5.035 -0.076
H 5.070 1.958 -0.293
H 3.380 2.507 -0.387
H 3.055 3.021 1.757
H 4.756 3.097 2.220
H 3.854 1.525 2.013
H 5.528 3.263 -2.170
H 5.730 4.945 -2.056
H 3.848 4.394 -3.622
H 3.597 5.490 -2.255
H 1.730 3.876 -3.992
H 0.954 4.556 -2.494
H 0.925 2.808 -2.783
C -2.007 -15.761 7.083
C -1.154 -14.524 7.349
N -1.937 -13.185 7.505
C -2.538 -12.779 6.159
C -3.077 -13.186 8.603
C -2.637 -13.418 10.107
C -0.877 -12.055 7.824
C -1.261 -10.592 7.989
O -1.828 -10.038 6.800
C -1.088 -8.908 6.226
H -1.468 -16.708 7.096
H -2.315 -15.761 6.038
H -2.828 -15.851 7.794
H -0.401 -14.450 6.564
H -0.656 -14.661 8.308
H -3.117 -11.865 6.291
H -3.300 -13.526 5.936
H -1.768 -12.724 5.390
H -3.784 -13.976 8.348
H -3.738 -12.319 8.620
H -2.132 -14.373 10.254
H -3.566 -13.358 10.674
H -2.036 -12.695 10.659
H -0.135 -12.207 7.040
H -0.507 -12.458 8.767
H -0.330 -10.075 8.220
H -2.060 -10.325 8.681
H -0.036 -9.108 6.019
H -1.218 -8.023 6.849
H -1.556 -8.590 5.295
C -4.275 6.919 0.286
C -5.302 5.805 0.256
N -5.000 4.349 -0.206
C -6.299 3.544 -0.133
C -4.535 4.470 -1.692
C -4.620 3.240 -2.572
C -3.848 3.557 0.605
C -4.205 3.192 2.053
O -4.481 4.332 2.812
C -5.018 3.969 4.084
H -3.388 6.557 0.806
H -4.581 7.815 0.825
H -3.914 7.314 -0.663
H -6.137 6.101 -0.379
H -5.735 5.646 1.244
H -6.207 2.481 -0.353
H -6.946 4.062 -0.840
H -6.712 3.672 0.868
H -3.456 4.570 -1.578
H -4.980 5.356 -2.144
H -5.658 2.923 -2.668
H -4.024 2.443 -2.127
H -4.268 3.485 -3.574
H -2.946 4.168 0.592
H -3.795 2.644 0.011
H -3.487 2.535 2.545
H -5.188 2.721 2.052
H -4.171 4.097 4.759
H -5.378 2.941 4.127
H -5.803 4.631 4.449
C -2.202 9.913 -6.686
C -2.730 9.982 -5.235
N -2.140 8.893 -4.367
C -0.518 8.897 -4.455
C -2.671 9.092 -2.916
C -2.091 10.266 -2.135
C -2.762 7.576 -4.925
C -2.454 6.334 -4.113
O -2.471 5.347 -5.175
C -1.806 4.134 -4.838
H -2.671 10.700 -7.277
H -2.318 9.002 -7.272
H -1.139 10.154 -6.673
H -3.812 9.859 -5.257
H -2.646 10.909 -4.669
H -0.089 8.191 -3.744
H -0.177 9.927 -4.348
H -0.248 8.664 -5.485
H -2.290 8.254 -2.332
H -3.755 9.115 -3.025
H -2.535 11.177 -2.534
H -1.007 10.320 -2.238
H -2.373 10.269 -1.083
H -2.237 7.460 -5.873
H -3.807 7.598 -5.233
H -3.194 6.090 -3.351
H -1.481 6.500 -3.650
H -2.105 3.810 -3.841
H -0.732 4.305 -4.904
H -1.942 3.359 -5.592
C -5.731 -3.564 -3.100
C -5.948 -3.124 -4.615
N -5.708 -1.647 -4.922
C -4.263 -1.276 -4.563
C -5.868 -1.347 -6.477
C -4.938 -2.280 -7.331
C -6.736 -0.735 -4.171
C -6.979 0.725 -4.577
O -7.708 0.707 -5.783
C -8.243 1.966 -6.186
H -6.301 -2.989 -2.371
H -4.678 -3.664 -2.837
H -6.248 -4.523 -3.067
H -6.971 -3.260 -4.966
H -5.183 -3.698 -5.138
H -3.543 -1.930 -5.055
H -4.064 -1.204 -3.494
H -4.161 -0.229 -4.849
H -5.626 -0.311 -6.713
H -6.934 -1.390 -6.698
H -5.060 -2.044 -8.388
H -5.398 -3.260 -7.206
H -3.872 -2.158 -7.137
H -6.514 -0.859 -3.111
H -7.646 -1.285 -4.410
H -6.163 1.447 -4.589
H -7.513 1.174 -3.740
H -9.079 2.123 -5.505
H -8.671 1.956 -7.188
H -7.596 2.831 -6.042
C -0.461 1.542 7.868
C 0.037 0.639 6.781
N -1.070 -0.097 5.937
C -0.309 -0.901 4.857
C -1.885 -1.093 6.760
C -2.902 -1.968 5.994
C -2.005 0.876 5.129
C -1.349 2.132 4.475
O -0.579 1.633 3.364
C 0.689 2.254 3.065
H -1.100 0.986 8.554
H -0.856 2.507 7.550
H 0.365 1.849 8.509
H 0.761 -0.110 7.105
H 0.497 1.331 6.076
H 0.370 -0.193 4.382
H -1.005 -1.266 4.102
H 0.213 -1.718 5.356
H -2.317 -0.426 7.506
H -1.052 -1.595 7.252
H -2.445 -2.708 5.338
H -3.499 -1.334 5.338
H -3.658 -2.461 6.605
H -2.583 1.257 5.971
H -2.658 0.297 4.477
H -0.803 2.768 5.172
H -2.087 2.826 4.072
H 1.259 1.770 2.271
H 1.159 2.373 4.041
H 0.569 3.289 2.745
C 5.711 0.434 4.820
C 5.328 -0.078 6.313
N 4.543 -1.446 6.385
C 3.277 -1.347 5.520
C 5.553 -2.496 5.790
C 4.889 -3.895 5.670
C 4.115 -1.761 7.847
C 5.247 -2.180 8.834
O 6.262 -1.156 8.853
C 7.394 -1.556 9.587
H 4.848 0.556 4.166
H 6.561 -0.043 4.332
H 6.140 1.435 4.865
H 4.706 0.630 6.861
H 6.218 -0.163 6.936
H 3.619 -1.236 4.491
H 2.730 -0.539 6.004
H 2.597 -2.196 5.578
H 6.374 -2.531 6.506
H 5.863 -2.267 4.770
H 4.016 -3.951 5.019
H 4.647 -4.312 6.647
H 5.650 -4.553 5.250
H 3.394 -2.553 7.647
H 3.581 -0.885 8.214
H 5.678 -3.166 8.662
H 4.820 -2.385 9.816
H 7.671 -0.732 10.244
H 8.219 -1.634 8.878
H 7.396 -2.479 10.167
C 3.957 0.446 -2.836
C 4.074 -0.633 -3.936
N 4.133 -2.086 -3.399
C 5.350 -2.285 -2.498
C 2.866 -2.431 -2.555
C 2.724 -3.930 -1.994
C 4.300 -3.115 -4.495
C 3.139 -3.286 -5.487
O 2.221 -4.321 -5.019
C 0.967 -4.249 -5.773
H 4.709 0.453 -2.047
H 2.933 0.424 -2.465
H 3.985 1.474 -3.199
H 4.938 -0.515 -4.590
H 3.143 -0.572 -4.498
H 6.284 -1.947 -2.948
H 5.378 -3.362 -2.332
H 5.182 -1.836 -1.519
H 2.029 -2.157 -3.196
H 2.804 -1.754 -1.702
H 3.422 -4.208 -1.205
H 2.852 -4.750 -2.700
H 1.777 -4.053 -1.469
H 4.643 -4.072 -4.103
H 5.251 -2.785 -4.914
H 3.448 -3.476 -6.515
H 2.566 -2.360 -5.501
H 1.125 -4.095 -6.840
H 0.471 -3.312 -5.518
H 0.307 -5.096 -5.584
C -1.378 -2.473 -2.187
C -0.431 -1.988 -1.021
N -1.195 -1.193 0.030
C -0.114 -0.938 1.119
C -1.629 0.217 -0.566
C -0.459 1.341 -0.775
C -2.417 -1.953 0.636
C -2.141 -3.376 1.223
O -1.315 -3.215 2.412
C -0.680 -4.389 2.829
H -1.890 -3.363 -1.823
H -0.850 -2.708 -3.112
H -1.962 -1.638 -2.575
H 0.310 -1.252 -1.332
H 0.045 -2.852 -0.557
H 0.714 -0.547 0.527
H 0.292 -1.859 1.538
H -0.547 -0.181 1.772
H -2.277 0.580 0.231
H -2.166 0.105 -1.508
H 0.450 1.006 -1.274
H -0.096 1.632 0.211
H -0.858 2.233 -1.258
H -3.020 -1.996 -0.272
H -2.823 -1.255 1.368
H -1.627 -3.983 0.478
H -3.032 -3.899 1.573
H 0.079 -4.076 3.545
H -0.153 -4.807 1.972
H -1.409 -5.123 3.174
C 1.912 0.916 -8.822
C 2.053 2.263 -8.113
N 3.502 2.499 -7.530
C 3.622 1.525 -6.326
C 4.642 2.241 -8.545
C 4.419 3.157 -9.762
C 3.686 3.964 -7.027
C 5.072 4.496 -6.629
O 5.578 3.811 -5.500
C 6.949 3.761 -5.255
H 2.764 0.667 -9.454
H 1.000 0.857 -9.417
H 1.889 0.122 -8.075
H 1.394 2.388 -7.254
H 1.751 3.005 -8.853
H 2.811 1.654 -5.610
H 4.596 1.700 -5.869
H 3.634 0.554 -6.821
H 4.635 1.225 -8.939
H 5.560 2.405 -7.981
H 5.137 2.792 -10.497
H 4.554 4.230 -9.619
H 3.402 2.960 -10.100
H 2.972 4.179 -6.231
H 3.254 4.495 -7.875
H 4.895 5.528 -6.323
H 5.851 4.516 -7.391
H 7.357 4.770 -5.183
H 7.497 3.230 -6.033
H 7.092 3.362 -4.251
O -0.332 7.666 -1.043
C -0.402 6.450 -0.534
O -1.313 5.715 -0.866
O 0.565 6.192 0.142
H 0.558 7.482 -0.734
O -6.711 -0.741 -0.623
C -5.482 -0.218 -0.389
O -4.991 -0.180 0.737
O -4.725 0.103 -1.351
H -6.960 -0.886 0.293
P 3.873 -1.994 1.438
F 4.979 -2.851 0.599
F 2.638 -2.303 0.362
F 3.637 -3.300 2.350
F 2.840 -1.041 2.219
F 4.945 -1.551 2.537
F 4.185 -0.671 0.530
P -0.309 0.195 -5.134
F -0.839 0.999 -6.491
F -1.018 -1.203 -5.618
F 1.033 -0.239 -5.990
F 0.232 -0.574 -3.806
F 0.461 1.532 -4.755
F -1.624 0.729 -4.270
P 0.580 -4.679 7.573
F 1.218 -5.005 6.052
F 0.393 -6.330 7.769
F 2.094 -4.830 8.132
F 0.069 -4.360 9.040
F 0.818 -3.135 7.313
F -0.908 -4.619 6.948
*
```

Mulliken atomic charge list, values in e, 2 entries:
1 C -1.59
2 C -0.20



Formula: C30H39N3P
Source: OMol25
Level of theory: the ωB97M-V functional and the def2-TZVPD basis

Frontier orbital gap, eV: 6.531
E_HOMO, eV: -10.4
ΔE to the lowest compared entry with this formula, charge and spin, eV: 0.2920

Structure (ORCA input):
```
! RIJCOSX wB97M-V def2-TZVPD def2/J DEFGRID3
* xyz 1 1
C -0.487 6.126 -2.818
C -0.355 4.879 -1.995
C -0.989 4.805 -0.746
C -0.841 3.676 0.075
C -1.538 3.699 1.387
C -0.046 2.600 -0.376
N 0.189 1.448 0.460
P -0.811 0.122 0.608
H 0.291 -1.124 -0.738
N -0.156 -0.286 2.109
C -0.910 -0.955 3.149
C -0.535 -2.273 3.468
C 0.611 -2.942 2.779
C -1.181 -2.905 4.533
C -2.108 -2.225 5.343
C -2.729 -2.903 6.536
C -2.434 -0.898 5.026
C -1.854 -0.253 3.927
C -2.220 1.174 3.690
C 0.795 0.670 2.517
C 0.980 1.633 1.607
C 0.638 2.671 -1.593
C 1.653 1.624 -1.973
C 0.425 3.782 -2.432
H 0.072 6.014 -3.755
H -1.542 6.334 -3.041
H -0.084 6.994 -2.277
H -1.595 5.628 -0.371
H -0.978 3.154 2.136
H -1.631 4.734 1.712
H -2.543 3.289 1.330
H 0.502 -4.030 2.821
H 0.646 -2.641 1.742
H 1.558 -2.692 3.248
H -0.928 -3.949 4.785
H -3.367 -2.214 7.103
H -3.326 -3.755 6.190
H -1.938 -3.275 7.200
H -3.139 -0.335 5.662
H -3.137 1.399 4.237
H -1.441 1.829 4.085
H -2.413 1.384 2.645
H 1.159 0.678 3.525
H 1.552 2.546 1.745
H 1.871 1.675 -3.044
H 2.599 1.755 -1.437
H 1.265 0.623 -1.773
H 0.888 3.843 -3.418
C -0.162 -3.973 -0.092
N 0.660 -2.951 -0.746
C 2.102 -2.951 -0.571
C 0.054 -1.879 -1.459
C 0.658 -1.647 -2.857
C 1.467 -2.568 -3.533
C 2.024 -2.202 -4.769
C 1.705 -1.008 -5.442
C 2.349 -0.654 -6.777
C 0.830 -0.143 -4.762
C 0.229 -0.535 -3.585
H 0.213 -4.130 0.941
H -1.230 -3.635 -0.020
H -0.078 -4.932 -0.637
H 2.407 -2.964 0.477
H 2.527 -3.823 -1.045
H 2.501 -2.031 -1.028
H -1.004 -2.032 -1.611
H 1.769 -3.521 -3.122
H 2.782 -2.842 -5.228
H 2.000 0.311 -7.156
H 3.446 -0.556 -6.749
H 2.127 -1.459 -7.496
H 0.721 0.855 -5.138
H -0.534 0.137 -3.184
*
```

Mulliken atomic charge list, values in e, 2 entries:
1 C -1.47
2 C 0.70



Formula: C2H8N4
Source: OMol25
Level of theory: the ωB97M-V functional and the def2-TZVPD basis

Frontier orbital gap (spin up / spin down), eV: 9.374 / 7.089
E_HOMO (spin up / spin down), eV: -8.7 / -7.2
ΔE to the lowest compared entry with this formula, charge and spin, eV: 6.8966

Structure (ORCA input):
```
! RIJCOSX wB97M-V def2-TZVPD def2/J DEFGRID3
* xyz 0 1
C 0.930 -1.650 -0.922
N 0.335 0.072 0.539
C -0.675 -0.229 -0.160
N 1.207 1.065 0.205
N -1.579 1.404 1.221
N -1.700 -0.623 -0.685
H 1.260 1.290 -0.781
H 2.107 0.885 0.624
H -0.967 2.221 1.248
H -1.535 1.043 2.177
H -2.490 -0.059 -0.358
H 0.315 -2.518 -0.731
H 1.901 -1.644 -0.447
H 0.891 -1.257 -1.932
*
```

Mulliken atomic charge list, values in e, 2 entries:
1 C -1.09
2 N -0.31